Entry 1:
This record from the OMol25 dataset describes a cluster of 4 separate species, C17H34BF3NO8S2 in total. The level of theory is the ωB97M-V functional and the def2-TZVPD basis.

Output
Kohn-Sham gap = 8.6 eV
LUMO = 0.087 Ha
HOMO energy = -6.2 eV

Structure (ORCA input):
```
! RIJCOSX wB97M-V def2-TZVPD def2/J DEFGRID3
* xyz -1 1
C -4.68 0.59 -0.99
C -3.15 0.77 -1.60
B -2.44 2.20 -1.21
O -1.84 3.00 -2.34
S -2.26 2.91 0.52
O -3.41 2.36 1.42
O -2.55 4.46 0.39
N -0.67 2.78 1.23
S -0.01 1.17 1.08
O 0.62 0.87 -0.34
O 1.22 1.11 2.07
C -1.21 -0.20 1.62
C -1.43 -0.28 3.24
C -2.95 0.08 3.76
F -3.22 -0.79 4.96
F -3.04 1.50 4.26
F -4.03 -0.22 2.79
H -5.15 1.60 -0.61
H -4.76 -0.25 -0.17
H -5.35 0.21 -1.90
H -3.25 0.76 -2.79
H -2.43 -0.12 -1.25
H -0.91 3.23 -2.05
H -0.66 -1.22 1.32
H -2.21 -0.19 0.99
H -1.18 -1.39 3.60
H -0.65 0.43 3.75
C 3.43 -1.01 -0.52
C 4.76 -1.13 -1.21
C 4.59 -2.40 -2.02
O 3.20 -2.49 -2.36
C 2.48 -1.52 -1.58
H 3.19 0.01 -0.20
H 3.40 -1.67 0.35
H 4.91 -0.28 -1.89
H 5.61 -1.17 -0.53
H 4.85 -3.28 -1.43
H 5.19 -2.40 -2.93
H 2.17 -0.72 -2.26
H 1.58 -1.98 -1.16
C -2.64 -2.43 -6.23
C -3.10 -3.36 -5.14
C -3.30 -2.41 -3.98
O -3.68 -1.15 -4.53
C -3.45 -1.18 -5.95
H -2.80 -2.82 -7.24
H -1.58 -2.21 -6.11
H -4.06 -3.81 -5.42
H -2.40 -4.17 -4.92
H -2.37 -2.27 -3.42
H -4.07 -2.76 -3.28
H -4.43 -1.23 -6.44
H -2.95 -0.27 -6.26
C 3.82 2.19 4.00
C 3.74 2.83 5.36
C 3.87 1.64 6.29
O 4.69 0.68 5.61
C 4.83 1.09 4.24
H 4.12 2.88 3.21
H 2.85 1.76 3.74
H 4.59 3.52 5.51
H 2.82 3.40 5.53
H 2.90 1.18 6.48
H 4.33 1.90 7.24
H 5.86 1.45 4.10
H 4.67 0.23 3.58
*
```

List of Löwdin charges in e, atom by atom: number 1, C, carries -0.137; number 2, C, carries -0.165; number 3, B, carries -0.401; number 4, O, carries 0.000; number 5, S, carries 0.682; number 6, O, carries -0.421; number 7, O, carries -0.425; number 8, N, carries -0.330; number 9, S, carries 0.679; number 10, O, carries -0.437; number 11, O, carries -0.453; number 12, C, carries -0.233; number 13, C, carries -0.085; number 14, C, carries -0.218; number 15, F, carries -0.044; number 16, F, carries -0.008; number 17, F, carries 0.004; number 18, H, carries 0.083; number 19, H, carries 0.077; number 20, H, carries 0.075; number 21, H, carries 0.109; number 22, H, carries 0.114; number 23, H, carries 0.111; number 24, H, carries 0.124; number 25, H, carries 0.096; number 26, H, carries 0.144; number 27, H, carries 0.132; number 28, C, carries -0.183; number 29, C, carries -0.187; number 30, C, carries -0.219; number 31, O, carries -0.148; number 32, C, carries -0.211; number 33, H, carries 0.108; number 34, H, carries 0.120; number 35, H, carries 0.116; number 36, H, carries 0.111; number 37, H, carries 0.112; number 38, H, carries 0.111; number 39, H, carries 0.117; number 40, H, carries 0.114; number 41, C, carries -0.186; number 42, C, carries -0.186; number 43, C, carries -0.207; number 44, O, carries -0.153; number 45, C, carries -0.204; number 46, H, carries 0.112; number 47, H, carries 0.119; number 48, H, carries 0.115; number 49, H, carries 0.115; number 50, H, carries 0.119; number 51, H, carries 0.119; number 52, H, carries 0.115; number 53, H, carries 0.120; number 54, C, carries -0.177; number 55, C, carries -0.184; number 56, C, carries -0.214; number 57, O, carries -0.146; number 58, C, carries -0.206; number 59, H, carries 0.121; number 60, H, carries 0.093; number 61, H, carries 0.111; number 62, H, carries 0.117; number 63, H, carries 0.116; number 64, H, carries 0.111; number 65, H, carries 0.111; number 66, H, carries 0.116



Entry 2:
This record from the OMol25 dataset describes a structure of composition C17H34BeO2P2. The level of theory is the ωB97M-V functional and the def2-TZVPD basis.

Output
Kohn-Sham gap = 7.4 eV
LUMO = 0.012 Ha
HOMO energy = -7.0 eV
Relative energy (zero: lowest compared OMol25 entry of this formula, charge and spin) = 105.2 kJ/mol

Structure (ORCA input):
```
! RIJCOSX wB97M-V def2-TZVPD def2/J DEFGRID3
* xyz 0 1
P -0.01 -1.55 -4.95
P 0.22 1.62 -5.78
C -0.18 -0.96 -6.74
C 0.58 0.33 -7.03
H -1.25 -0.85 -6.94
H 0.21 -1.79 -7.35
H 1.67 0.18 -7.06
H 0.27 0.75 -8.00
C -1.23 2.47 -6.48
H -1.57 3.27 -5.81
H -2.07 1.77 -6.61
H -0.98 2.91 -7.45
C 1.56 2.82 -5.89
H 1.37 3.52 -6.72
H 2.51 2.31 -6.05
H 1.62 3.39 -4.96
C -1.05 -3.03 -5.20
H -1.01 -3.67 -4.31
H -0.70 -3.58 -6.08
H -2.09 -2.70 -5.37
C 1.69 -2.22 -5.09
H 2.41 -1.39 -5.10
H 1.79 -2.80 -6.02
H 1.89 -2.86 -4.22
Be 1.01 -1.36 -1.04
C -0.44 3.12 -2.75
C -1.62 2.86 -3.35
C -2.21 1.52 -3.61
C -2.28 0.61 -2.37
C -1.35 -0.52 -2.50
C 0.04 -0.39 -2.36
C 0.68 0.87 -2.87
C 0.42 2.15 -2.02
C 1.16 -2.93 -0.38
H -0.04 4.14 -2.76
H -2.21 3.69 -3.74
H -1.67 0.98 -4.41
H -3.22 1.62 -4.03
H -2.11 1.19 -1.44
H -3.31 0.19 -2.30
H -1.76 -1.52 -2.62
H 0.70 -1.32 -2.52
H 0.27 1.08 -3.91
H 1.77 0.74 -2.98
H 0.02 1.89 -1.03
H 1.39 2.64 -1.85
H 2.20 -3.06 -0.03
H 0.95 -3.69 -1.15
H 0.51 -3.12 0.50
C -0.22 1.19 1.71
O -0.05 0.12 0.76
C 1.16 -0.15 0.28
O 2.23 0.29 0.65
H 0.46 1.03 2.56
H -1.27 1.12 2.01
H -0.02 2.15 1.22
*
```

List of Löwdin charges in e, atom by atom: number 1, P, carries 0.887; number 2, P, carries 0.855; number 3, C, carries -0.421; number 4, C, carries -0.410; number 5, H, carries 0.078; number 6, H, carries 0.069; number 7, H, carries 0.077; number 8, H, carries 0.077; number 9, C, carries -0.262; number 10, H, carries 0.029; number 11, H, carries 0.049; number 12, H, carries 0.043; number 13, C, carries -0.251; number 14, H, carries 0.042; number 15, H, carries 0.045; number 16, H, carries 0.035; number 17, C, carries -0.287; number 18, H, carries 0.038; number 19, H, carries 0.040; number 20, H, carries 0.043; number 21, C, carries -0.267; number 22, H, carries 0.041; number 23, H, carries 0.042; number 24, H, carries 0.039; number 25, Be, carries 0.262; number 26, C, carries -0.113; number 27, C, carries -0.145; number 28, C, carries -0.215; number 29, C, carries -0.159; number 30, C, carries -0.105; number 31, C, carries -0.267; number 32, C, carries -0.244; number 33, C, carries -0.169; number 34, C, carries -0.160; number 35, H, carries 0.105; number 36, H, carries 0.101; number 37, H, carries 0.047; number 38, H, carries 0.116; number 39, H, carries 0.130; number 40, H, carries 0.120; number 41, H, carries 0.110; number 42, H, carries 0.071; number 43, H, carries -0.046; number 44, H, carries 0.125; number 45, H, carries 0.094; number 46, H, carries 0.118; number 47, H, carries 0.004; number 48, H, carries -0.023; number 49, H, carries 0.016; number 50, C, carries -0.063; number 51, O, carries -0.122; number 52, C, carries -0.499; number 53, O, carries 0.019; number 54, H, carries 0.090; number 55, H, carries 0.088; number 56, H, carries 0.084



Entry 3:
This record from the OMol25 dataset describes a structure of composition C17H34Br4Cl6LiN3O2. The level of theory is the ωB97M-V functional and the def2-TZVPD basis.

Output
Kohn-Sham gap = 1.9 eV
LUMO = -0.077 Ha
HOMO energy = -3.9 eV

Structure (ORCA input):
```
! RIJCOSX wB97M-V def2-TZVPD def2/J DEFGRID3
* xyz 0 1
O 0.89 -1.54 -2.50
N 0.22 -0.76 -3.16
O -0.91 -1.44 -3.66
C -0.91 -1.26 -5.07
N -2.22 -0.89 -5.63
C -3.25 -2.00 -5.51
C -3.98 -1.99 -4.19
C -4.62 -0.62 -3.97
C -3.50 0.41 -3.90
C -2.74 0.45 -5.20
H -0.28 -0.42 -5.41
H -0.55 -2.16 -5.55
H -2.00 -0.78 -6.63
H -3.93 -1.95 -6.37
H -2.69 -2.92 -5.61
H -4.81 -2.69 -4.28
H -3.35 -2.28 -3.35
H -5.21 -0.39 -4.87
H -5.25 -0.62 -3.08
H -2.86 0.15 -3.06
H -3.92 1.40 -3.68
H -1.89 1.14 -5.15
H -3.38 0.83 -6.00
Br -5.92 -2.19 -1.34
Li 2.08 -2.23 -1.27
Cl -7.36 -2.52 -3.69
C -5.58 3.33 -1.06
Br -7.08 4.30 -1.79
Br -5.14 4.00 0.70
Br -5.87 1.44 -1.07
H -4.73 3.54 -1.70
C 3.47 -0.45 0.99
C 2.29 0.11 1.78
C 2.57 1.04 2.95
N 3.35 0.48 4.13
C 3.03 1.38 5.31
C 3.88 1.09 6.54
C 5.37 1.15 6.22
C 5.69 0.23 5.05
C 4.83 0.54 3.84
C 2.90 -0.91 4.43
H 4.02 -1.23 1.51
H 3.06 -0.91 0.08
H 4.16 0.34 0.68
H 1.64 -0.71 2.10
H 1.68 0.71 1.10
H 1.61 1.35 3.37
H 3.09 1.93 2.63
H 3.20 2.40 4.96
H 1.97 1.25 5.52
H 3.62 1.82 7.30
H 3.62 0.11 6.96
H 5.95 0.88 7.09
H 5.64 2.18 5.96
H 5.57 -0.82 5.35
H 6.73 0.34 4.76
H 5.03 -0.15 3.03
H 5.03 1.56 3.49
H 3.19 -1.56 3.61
H 1.82 -0.90 4.55
H 3.38 -1.26 5.34
C -2.18 -0.32 0.75
Cl -1.55 -0.43 -0.90
Cl -3.30 1.02 0.86
Cl -2.99 -1.82 1.17
Cl -0.83 -0.05 1.89
Cl 0.28 0.51 -7.19
*
```

List of Löwdin charges in e, atom by atom: number 1, O, carries -0.263; number 2, N, carries -0.095; number 3, O, carries -0.150; number 4, C, carries -0.247; number 5, N, carries -0.072; number 6, C, carries -0.092; number 7, C, carries -0.236; number 8, C, carries -0.284; number 9, C, carries -0.194; number 10, C, carries -0.112; number 11, H, carries -0.065; number 12, H, carries 0.140; number 13, H, carries 0.124; number 14, H, carries 0.138; number 15, H, carries 0.127; number 16, H, carries 0.046; number 17, H, carries 0.100; number 18, H, carries 0.114; number 19, H, carries -0.069; number 20, H, carries 0.047; number 21, H, carries 0.103; number 22, H, carries 0.113; number 23, H, carries 0.140; number 24, Br, carries -0.160; number 25, Li, carries 0.629; number 26, Cl, carries -0.345; number 27, C, carries -1.635; number 28, Br, carries 0.572; number 29, Br, carries 0.535; number 30, Br, carries 0.583; number 31, H, carries -0.032; number 32, C, carries -0.097; number 33, C, carries -0.284; number 34, C, carries -0.119; number 35, N, carries -0.260; number 36, C, carries -0.107; number 37, C, carries -0.161; number 38, C, carries -0.178; number 39, C, carries -0.159; number 40, C, carries -0.103; number 41, C, carries 0.036; number 42, H, carries 0.063; number 43, H, carries 0.019; number 44, H, carries 0.092; number 45, H, carries 0.051; number 46, H, carries 0.100; number 47, H, carries 0.127; number 48, H, carries 0.141; number 49, H, carries 0.146; number 50, H, carries 0.141; number 51, H, carries 0.130; number 52, H, carries 0.117; number 53, H, carries 0.122; number 54, H, carries 0.125; number 55, H, carries 0.120; number 56, H, carries 0.129; number 57, H, carries 0.117; number 58, H, carries 0.144; number 59, H, carries 0.105; number 60, H, carries 0.125; number 61, H, carries 0.099; number 62, C, carries -1.989; number 63, Cl, carries 0.598; number 64, Cl, carries 0.491; number 65, Cl, carries 0.545; number 66, Cl, carries 0.523; number 67, Cl, carries -0.406



Entry 4:
This record from the OMol25 dataset describes the ion C17H34N with charge +1. The level of theory is the ωB97M-V functional and the def2-TZVPD basis.

Output
Kohn-Sham gap = 10.3 eV
LUMO = -0.093 Ha
HOMO energy = -12.8 eV
Relative energy (zero: lowest compared OMol25 entry of this formula, charge and spin) = 26.7 kJ/mol
SMILES = C#CC[N+](C)(C)CCCCCCCCCCCC

Structure (ORCA input):
```
! RIJCOSX wB97M-V def2-TZVPD def2/J DEFGRID3
* xyz 1 1
C 1.04 2.06 -1.07
C 2.21 1.86 -0.88
C 3.64 1.73 -0.67
N 4.03 0.72 0.36
C 3.13 0.80 1.52
C 5.40 1.04 0.81
C 4.06 -0.67 -0.21
C 2.74 -1.23 -0.74
C 1.97 -2.09 0.26
C 0.77 -2.79 -0.38
C -0.27 -1.86 -1.00
C -0.87 -0.86 -0.01
C -2.03 -0.09 -0.63
C -2.57 0.98 0.32
C -3.68 1.83 -0.30
C -4.99 1.09 -0.61
C -5.70 0.53 0.63
C -5.45 -0.96 0.86
H 0.02 2.20 -1.25
H 4.01 2.71 -0.34
H 4.13 1.48 -1.61
H 3.41 0.07 2.27
H 2.10 0.61 1.21
H 3.17 1.80 1.96
H 5.74 0.30 1.53
H 6.09 1.04 -0.04
H 5.43 2.02 1.29
H 4.79 -0.65 -1.02
H 4.44 -1.33 0.57
H 2.10 -0.42 -1.11
H 2.98 -1.86 -1.60
H 1.61 -1.49 1.10
H 2.63 -2.85 0.66
H 1.14 -3.47 -1.16
H 0.29 -3.40 0.38
H 0.15 -1.32 -1.85
H -1.08 -2.48 -1.39
H -1.22 -1.39 0.88
H -0.10 -0.14 0.31
H -1.71 0.38 -1.56
H -2.83 -0.79 -0.88
H -1.75 1.65 0.61
H -2.94 0.51 1.23
H -3.91 2.65 0.39
H -3.32 2.28 -1.23
H -4.79 0.28 -1.31
H -5.65 1.80 -1.10
H -5.40 1.09 1.52
H -6.78 0.67 0.51
H -4.39 -1.17 1.03
H -5.78 -1.54 0.00
H -6.00 -1.30 1.73
*
```

List of Löwdin charges in e, atom by atom: number 1, C, carries 0.187; number 2, C, carries -0.115; number 3, C, carries -0.114; number 4, N, carries -0.334; number 5, C, carries 0.016; number 6, C, carries 0.003; number 7, C, carries -0.109; number 8, C, carries -0.159; number 9, C, carries -0.205; number 10, C, carries -0.200; number 11, C, carries -0.207; number 12, C, carries -0.217; number 13, C, carries -0.222; number 14, C, carries -0.222; number 15, C, carries -0.217; number 16, C, carries -0.216; number 17, C, carries -0.254; number 18, C, carries -0.110; number 19, H, carries 0.046; number 20, H, carries 0.150; number 21, H, carries 0.156; number 22, H, carries 0.126; number 23, H, carries 0.088; number 24, H, carries 0.126; number 25, H, carries 0.120; number 26, H, carries 0.121; number 27, H, carries 0.118; number 28, H, carries 0.139; number 29, H, carries 0.140; number 30, H, carries 0.083; number 31, H, carries 0.135; number 32, H, carries 0.095; number 33, H, carries 0.119; number 34, H, carries 0.115; number 35, H, carries 0.118; number 36, H, carries 0.109; number 37, H, carries 0.120; number 38, H, carries 0.126; number 39, H, carries 0.082; number 40, H, carries 0.112; number 41, H, carries 0.108; number 42, H, carries 0.102; number 43, H, carries 0.105; number 44, H, carries 0.111; number 45, H, carries 0.106; number 46, H, carries 0.102; number 47, H, carries 0.108; number 48, H, carries 0.106; number 49, H, carries 0.104; number 50, H, carries 0.051; number 51, H, carries 0.076; number 52, H, carries 0.072